No. 1
{"formula": "C2H6N4O2", "method": "ωB97M-V/def2-TZVPD", "symbols": ["C", "C", "N", "N", "N", "N", "O", "O", "H", "H", "H", "H", "H", "H"], "coordinates": [[-0.09, -1.64, 0.03], [1.10, -1.02, -0.17], [-1.27, -0.95, -0.03], [-0.17, 0.95, 0.83], [1.13, 0.31, -0.48], [-1.34, 0.38, 0.37], [2.35, 0.89, -0.04], [-2.09, 1.16, -0.60], [-0.16, -2.65, 0.29], [1.98, -1.53, 0.10], [-2.14, -1.40, 0.03], [-0.33, 2.01, 0.77], [2.45, 1.76, -0.31], [-1.39, 1.74, -0.79]], "homo_lumo_gap_ha": 0.318, "lumo_energy_ev": 0.74, "charge": 0}


No. 2
{"formula": "C2N4O", "method": "ωB97M-V/def2-TZVPD", "symbols": ["N", "C", "N", "N", "O", "C", "N"], "coordinates": [[2.93, -0.32, 0.00], [1.77, -0.21, -0.03], [0.50, -0.49, -0.01], [-0.46, 0.37, 0.05], [-0.31, 1.60, -0.03], [-1.71, -0.24, 0.08], [-2.73, -0.72, -0.07]], "smiles": "N#C/N=[N+](\\[O-])C#N", "homo_lumo_gap_ha": [0.317, 0.317], "lumo_energy_ev": [-2.77, -2.77], "charge": 0}


No. 3
{"formula": "C32H46ClIN3O12P", "method": "ωB97M-V/def2-TZVPD", "symbols": ["C", "C", "N", "C", "C", "C", "C", "C", "C", "N", "C", "C", "C", "O", "C", "C", "I", "C", "C", "C", "C", "C", "O", "C", "C", "O", "C", "C", "C", "O", "N", "P", "O", "Cl", "C", "O", "H", "H", "H", "H", "H", "H", "H", "H", "H", "H", "H", "H", "H", "H", "H", "H", "H", "H", "H", "H", "H", "H", "H", "H", "H", "H", "H", "H", "H", "H", "H", "H", "H", "H", "C", "C", "C", "O", "C", "O", "O", "H", "H", "H", "H", "H", "H", "C", "C", "C", "O", "C", "O", "O", "H", "H", "H", "H", "H", "H"], "coordinates": [[4.05, -1.86, 0.93], [2.57, -2.14, 1.50], [1.45, -1.81, 0.57], [1.72, -0.58, -0.22], [1.45, 0.86, 0.38], [0.84, 0.90, 1.85], [-0.78, 0.62, 1.80], [-1.18, -0.87, 2.25], [-2.23, -1.41, 1.12], [-3.48, -0.62, 1.31], [-4.64, -1.46, 1.78], [-3.83, 0.19, 0.13], [-4.50, 1.64, 0.43], [-3.68, -0.15, -1.07], [1.77, 2.18, -0.43], [1.57, 3.66, 0.13], [-0.49, 4.03, 0.86], [2.70, 4.17, 1.16], [3.39, 3.04, 2.07], [2.35, 1.94, -1.88], [2.72, 3.15, -2.89], [1.38, 3.51, -3.76], [0.37, 2.46, -3.68], [-0.84, 2.95, -3.09], [-1.68, 4.20, -3.61], [-1.32, 2.31, -2.10], [2.56, 0.51, -2.47], [2.26, -0.78, -1.65], [2.63, -2.07, -2.49], [2.57, -3.30, -2.24], [3.16, -1.45, -3.75], [2.28, -2.22, -5.11], [2.99, -3.77, -5.27], [0.27, -2.38, -4.37], [3.10, 0.03, -3.88], [3.45, 0.67, -4.90], [4.13, -2.42, -0.08], [4.89, -2.28, 1.60], [4.29, -0.76, 0.74], [2.50, -1.66, 2.53], [2.51, -3.28, 1.68], [1.40, -2.59, -0.13], [1.28, 0.04, 2.45], [0.96, 1.89, 2.39], [-1.21, 0.96, 0.80], [-1.25, 1.33, 2.59], [-1.79, -0.85, 3.23], [-0.30, -1.58, 2.42], [-2.38, -2.55, 1.19], [-1.71, -1.23, 0.11], [-4.81, -1.19, 2.89], [-5.57, -1.07, 1.19], [-4.51, -2.58, 1.61], [-4.00, 2.11, 1.35], [-4.44, 2.34, -0.46], [-5.61, 1.45, 0.68], [1.65, 4.36, -0.79], [3.52, 4.73, 0.57], [2.24, 4.94, 1.89], [2.74, 2.87, 3.00], [4.37, 3.50, 2.46], [3.68, 2.08, 1.52], [3.56, 2.81, -3.61], [3.09, 4.04, -2.28], [1.02, 4.52, -3.37], [1.62, 3.64, -4.88], [-2.64, 4.37, -3.00], [-1.03, 5.15, -3.43], [-1.87, 4.08, -4.73], [2.58, -4.39, -4.61], [3.42, -6.27, -3.06], [3.69, -7.37, -2.05], [3.08, -8.70, -2.41], [2.99, -9.33, -1.14], [2.82, -8.33, -0.23], [2.52, -8.49, 0.92], [3.06, -7.11, -0.80], [4.35, -5.98, -3.56], [2.74, -6.60, -3.85], [2.99, -5.38, -2.59], [4.76, -7.46, -1.86], [3.70, -9.28, -3.09], [2.07, -8.62, -2.82], [-6.40, 4.69, 3.22], [-6.28, 3.70, 4.37], [-5.78, 4.30, 5.65], [-5.25, 3.16, 6.32], [-4.83, 2.30, 5.34], [-4.16, 1.33, 5.53], [-5.29, 2.71, 4.12], [-7.45, 4.84, 2.96], [-6.00, 5.67, 3.49], [-5.87, 4.34, 2.33], [-7.23, 3.18, 4.51], [-6.57, 4.77, 6.23], [-4.96, 5.01, 5.50]], "smiles": "CCNc1c(CCCCN(C)C(C)=O)c([C@@H](I)CC)c(CCOC(C)=O)c2c1C(=O)N(P(O)Cl)C2=O.C[C@@H]1COC(=O)O1.C[C@@H]1COC(=O)O1", "homo_lumo_gap_ha": 0.265, "lumo_energy_ev": -1.26, "charge": 0}


No. 4
{"formula": "C38H48BrGaN7O4", "method": "ωB97M-V/def2-TZVPD", "symbols": ["C", "C", "C", "C", "Ga", "Br", "O", "C", "C", "O", "C", "C", "O", "N", "O", "H", "H", "H", "H", "H", "H", "H", "H", "H", "H", "H", "H", "H", "H", "H", "H", "H", "H", "N", "C", "C", "C", "C", "C", "H", "H", "H", "H", "H", "N", "C", "C", "C", "C", "C", "H", "H", "H", "H", "H", "N", "C", "C", "C", "C", "C", "H", "H", "H", "H", "H", "N", "C", "C", "C", "C", "C", "H", "H", "H", "H", "H", "N", "C", "C", "C", "C", "C", "H", "H", "H", "H", "H", "N", "C", "C", "C", "C", "C", "H", "H", "H", "H", "H"], "coordinates": [[-2.51, 0.90, -1.76], [-1.97, 0.56, -0.37], [-0.86, -0.52, -0.44], [0.26, -0.29, 0.59], [1.99, 0.31, -0.22], [2.24, -0.75, -2.38], [2.17, 2.16, -0.31], [1.45, 2.72, -1.37], [0.81, 4.05, -0.93], [-0.62, 3.97, -1.00], [-1.23, 4.87, -1.89], [-2.67, 5.05, -1.43], [3.39, -0.30, 0.98], [4.29, -1.06, 0.32], [4.20, -2.21, 0.59], [-1.80, 1.53, -2.28], [-3.47, 1.39, -1.67], [-2.60, 0.00, -2.34], [-1.59, 1.44, 0.12], [-2.79, 0.18, 0.23], [-0.48, -0.55, -1.45], [-1.34, -1.48, -0.28], [-0.06, 0.39, 1.36], [0.46, -1.23, 1.09], [2.09, 2.90, -2.24], [0.62, 2.08, -1.69], [1.07, 4.17, 0.11], [1.19, 4.89, -1.51], [-0.73, 5.84, -1.89], [-1.24, 4.46, -2.90], [-2.64, 5.16, -0.36], [-3.20, 4.13, -1.64], [-3.14, 5.90, -1.90], [4.71, 0.94, 6.74], [4.18, 1.85, 5.93], [3.98, 1.65, 4.57], [4.36, 0.43, 4.02], [4.92, -0.52, 4.85], [5.07, -0.23, 6.20], [3.90, 2.79, 6.40], [3.54, 2.42, 3.95], [4.23, 0.24, 2.96], [5.22, -1.49, 4.46], [5.49, -0.95, 6.88], [0.75, -5.05, 0.01], [1.57, -4.32, -0.75], [1.45, -4.22, -2.13], [0.42, -4.91, -2.75], [-0.44, -5.67, -1.98], [-0.24, -5.70, -0.61], [2.35, -3.80, -0.22], [2.14, -3.62, -2.70], [0.29, -4.86, -3.83], [-1.26, -6.23, -2.42], [-0.89, -6.28, 0.04], [0.51, 5.21, -4.94], [-0.42, 5.63, -5.79], [-0.27, 6.76, -6.58], [0.90, 7.49, -6.49], [1.88, 7.06, -5.60], [1.64, 5.91, -4.86], [-1.32, 5.03, -5.83], [-1.06, 7.06, -7.26], [1.05, 8.37, -7.09], [2.81, 7.60, -5.49], [2.37, 5.54, -4.16], [-0.22, -11.38, -0.70], [-1.26, -11.57, 0.11], [-1.77, -10.60, 0.96], [-1.16, -9.35, 0.96], [-0.08, -9.13, 0.13], [0.35, -10.17, -0.68], [-1.70, -12.57, 0.08], [-2.61, -10.82, 1.59], [-1.53, -8.56, 1.61], [0.42, -8.17, 0.10], [1.19, -10.04, -1.35], [0.05, 4.09, 8.12], [-0.22, 5.33, 8.51], [0.73, 6.22, 8.97], [2.05, 5.79, 9.05], [2.35, 4.50, 8.66], [1.32, 3.69, 8.20], [-1.26, 5.63, 8.43], [0.45, 7.22, 9.27], [2.82, 6.45, 9.42], [3.36, 4.12, 8.71], [1.51, 2.67, 7.88], [-4.38, -1.63, -3.31], [-4.07, -2.27, -4.44], [-4.96, -3.08, -5.13], [-6.24, -3.24, -4.63], [-6.57, -2.59, -3.45], [-5.61, -1.80, -2.84], [-3.06, -2.12, -4.79], [-4.65, -3.57, -6.05], [-6.96, -3.86, -5.14], [-7.56, -2.68, -3.02], [-5.83, -1.27, -1.92]], "homo_lumo_gap_ha": 0.291, "lumo_energy_ev": 2.27, "charge": -1}


Calculated max |F|, 4.9 3.4 5.2 0.9 eV/Å (same order as the records).
Calculated DFT total energy, -449.0401 -370.2940 -3413.1144 -6659.8611 a.u. (same order as the records).